Computed, not measured: a cluster of 7 separate species, C40H38F6O3 in total, with ωB97M-V/def2-TZVPD.

CARTESIAN COORDINATES (ANGSTROEM)
C 1.2577 -1.4880 -3.7576
C 2.0539 -0.5338 -2.9274
O 3.3980 -1.1226 -2.7519
C 4.2537 -0.7428 -3.6291
O 4.0349 0.0920 -4.5038
O 5.4052 -1.3678 -3.5306
C 6.3507 -1.0712 -4.4540
H 1.7486 -1.6991 -4.6670
H 0.2565 -1.0695 -3.9322
H 1.1309 -2.3594 -3.1135
H 1.5776 -0.2752 -1.9728
H 2.2824 0.3955 -3.4417
H 5.9134 -0.6427 -5.4146
H 6.9791 -1.9424 -4.6730
H 7.0366 -0.3565 -4.0214
F 3.6653 -0.2810 0.7263
C 3.6431 -1.5256 1.2002
C 3.4613 -1.7457 2.5171
C 3.4705 -3.0754 2.9471
C 3.5298 -4.1114 2.0110
C 3.6904 -3.7940 0.6728
C 3.7666 -2.5072 0.2566
H 3.3689 -0.8959 3.2097
H 3.2719 -3.2281 3.9697
H 3.4584 -5.1333 2.3195
H 3.7621 -4.5918 -0.0228
H 3.9122 -2.2156 -0.8126
F 2.4219 2.0987 -0.6754
C 2.8772 3.1646 0.0664
C 2.1732 3.4767 1.2166
C 2.7988 4.4257 2.0785
C 3.9669 5.0631 1.7194
C 4.5616 4.7528 0.4151
C 3.9946 3.8283 -0.4575
H 1.3788 2.8647 1.5203
H 2.2806 4.6163 3.0392
H 4.5735 5.5895 2.4564
H 5.4856 5.2455 0.2240
H 4.5180 3.5548 -1.3837
F -4.8457 -2.5667 -0.9824
C -4.5678 -3.0044 -2.2225
C -5.0146 -4.2778 -2.5771
C -4.7795 -4.6452 -3.8825
C -4.2680 -3.7410 -4.8268
C -3.8673 -2.4752 -4.3563
C -4.0178 -2.0756 -3.0499
H -5.4468 -4.9094 -1.7934
H -5.0238 -5.6666 -4.2228
H -4.1166 -3.9582 -5.8551
H -3.5720 -1.7234 -5.0447
H -3.7084 -1.0952 -2.7744
F 1.7795 4.1549 7.3699
C 1.7142 3.2885 6.3237
C 0.4634 3.0556 5.7678
C 0.4608 2.1083 4.7123
C 1.6448 1.5381 4.1905
C 2.8381 1.9142 4.7534
C 2.9175 2.7614 5.8552
H -0.4190 3.5902 6.0454
H -0.4371 1.8213 4.1989
H 1.5963 0.8231 3.3660
H 3.7626 1.5397 4.3495
H 3.8720 3.0314 6.3072
F -7.8451 -1.4095 -0.7559
C -7.7140 -0.0520 -0.6376
C -6.4960 0.4681 -0.2061
C -6.4145 1.8466 -0.1588
C -7.4612 2.6599 -0.5503
C -8.6756 2.1444 -0.8948
C -8.8246 0.7493 -0.9585
H -5.6695 -0.1900 0.1266
H -5.5393 2.3671 0.1052
H -7.3061 3.7180 -0.4993
H -9.5147 2.7644 -1.2475
H -9.7704 0.2593 -1.2637
F -1.6108 2.1182 1.5264
C -1.3455 0.7593 1.3573
C -0.0812 0.3983 0.9485
C 0.1696 -0.9475 0.6027
C -0.8820 -1.8509 0.7544
C -2.1643 -1.4626 1.1745
C -2.4034 -0.1299 1.5251
H 0.7206 1.1529 0.8210
H 1.1359 -1.2216 0.2511
H -0.7254 -2.9576 0.5741
H -2.9376 -2.2280 1.3317
H -3.3200 0.1634 1.9990

Computed properties:
- Charge: 0
- SMILES string: CCOC(=O)OC.Fc1ccccc1.Fc1ccccc1.Fc1ccccc1.Fc1ccccc1.Fc1ccccc1.Fc1ccccc1
- F_max: 3.7 eV/Å
- Energy: -2371.87624 Ha
- Gap between HOMO and LUMO: 9.8 eV